{"formula": "C20H19N3O3S", "method": "ωB97M-V with the def2-TZVPD basis set", "species": ["S", "O", "O", "O", "N", "N", "N", "C", "C", "C", "C", "C", "C", "C", "C", "C", "C", "C", "C", "C", "C", "C", "C", "C", "C", "C", "C", "H", "H", "H", "H", "H", "H", "H", "H", "H", "H", "H", "H", "H", "H", "H", "H", "H", "H", "H"], "positions_angstrom": [[4.314, -1.394, 3.935], [1.819, 1.889, 0.416], [-0.107, -1.854, -0.995], [5.383, 0.213, 0.572], [1.920, -1.816, 2.837], [3.462, -0.533, 1.549], [-0.689, 0.262, -0.161], [-2.020, 0.487, -0.558], [1.713, 4.412, 0.129], [-4.233, 1.180, -0.057], [4.731, -0.104, 1.570], [-3.825, -0.056, -2.082], [1.193, -1.059, 0.625], [0.186, -0.830, -0.278], [-2.943, 1.030, 0.364], [-4.644, 0.608, -1.281], [0.953, -1.602, 1.895], [3.081, -1.178, 2.723], [1.960, 3.005, -0.333], [2.697, 2.716, -1.433], [3.201, 1.378, -1.244], [-0.491, -1.885, 2.367], [2.672, -0.537, 0.336], [-2.475, -0.028, -1.806], [2.537, 0.870, -0.140], [5.533, -0.453, 2.881], [-2.367, 1.613, 1.748], [-2.111, 0.716, 2.291], [1.389, 5.059, -0.650], [2.983, 3.486, -2.204], [3.922, 0.791, -1.869], [2.560, 4.764, 0.738], [-4.946, 1.689, 0.643], [-0.519, -1.898, 3.488], [6.369, -1.056, 2.596], [3.092, -1.282, -0.335], [-1.301, -1.155, 2.112], [-1.523, 2.349, 1.761], [5.940, 0.318, 3.466], [-0.825, -2.838, 2.088], [-5.716, 0.626, -1.522], [-0.239, 1.003, 0.418], [0.889, 4.367, 0.781], [-3.179, 2.195, 2.243], [-1.759, -0.549, -2.350], [-4.242, -0.577, -2.929]], "de_lowest_ev": 4.782, "homo_energy_ev": -8.048, "smiles": "CC1=C(C(=O)Nc2ccccc2C)[C@@H](c2ccc(C)o2)N2C(=O)CSC2=N1", "orbital_gap_ev": 8.2, "largest_force_ev_per_a": 8.3}

=====

{"formula": "C20H19N3OPRhS", "method": "ωB97M-V with the def2-TZVPD basis set", "species": ["Rh", "S", "P", "O", "N", "N", "N", "C", "C", "C", "C", "C", "C", "C", "C", "C", "C", "C", "C", "C", "C", "C", "C", "C", "C", "C", "C", "H", "H", "H", "H", "H", "H", "H", "H", "H", "H", "H", "H", "H", "H", "H", "H", "H", "H", "H"], "positions_angstrom": [[0.016, 0.484, -0.675], [-0.161, -1.490, 0.534], [0.527, 2.578, -0.626], [2.505, -0.876, -0.718], [-2.310, -2.847, 1.146], [-2.746, -0.830, 0.172], [-2.339, 0.419, -0.323], [4.339, 3.712, 0.239], [-1.350, 5.199, 1.778], [-0.715, 4.065, 1.300], [-1.488, 1.822, -4.108], [2.863, 1.417, -0.280], [2.978, 3.831, -0.004], [-0.501, 1.214, -4.895], [2.025, 0.202, -0.581], [0.128, 2.058, -2.321], [1.114, 1.478, -3.146], [-1.647, 6.244, 0.912], [-1.313, 6.167, -0.435], [-1.183, 2.233, -2.835], [0.789, 1.040, -4.420], [4.953, 2.465, 0.214], [-0.680, 5.037, -0.928], [-0.386, 3.985, -0.055], [2.255, 2.675, -0.269], [-1.855, -1.719, 0.629], [4.227, 1.310, -0.050], [2.136, 1.401, -2.799], [-3.735, -0.974, 0.324], [-1.607, 5.271, 2.826], [6.014, 2.393, 0.411], [-1.654, -3.528, 1.497], [-2.139, 7.130, 1.290], [-2.480, 1.972, -4.511], [-3.291, -3.079, 1.192], [-2.871, 0.624, -1.164], [-0.465, 3.256, 1.979], [4.926, 4.595, 0.451], [1.546, 0.583, -5.042], [-1.930, 2.729, -2.223], [2.493, 4.799, 0.016], [-1.540, 6.988, -1.100], [-0.750, 0.886, -5.896], [-0.408, 4.982, -1.975], [-2.539, 1.131, 0.375], [4.700, 0.338, -0.065]], "de_lowest_ev": 1.142, "charge": 2, "homo_energy_ev": -14.674, "orbital_gap_ev": 6.7, "largest_force_ev_per_a": 1.0}

=====

{"formula": "C20H20AsOPtS5", "method": "ωB97M-V with the def2-TZVPD basis set", "species": ["Pt", "As", "S", "S", "S", "S", "S", "O", "C", "C", "C", "C", "C", "C", "C", "C", "C", "C", "C", "C", "C", "C", "C", "C", "C", "C", "C", "C", "H", "H", "H", "H", "H", "H", "H", "H", "H", "H", "H", "H", "H", "H", "H", "H", "H", "H", "H", "H"], "positions_angstrom": [[-1.619, 0.057, 1.212], [-2.436, 1.543, -1.299], [-1.475, -2.232, 1.322], [-3.880, -0.053, 1.872], [-5.674, -2.434, 2.384], [-2.097, 2.334, 0.641], [-3.523, -4.363, 1.895], [-5.943, -5.042, 2.700], [3.547, 0.978, 0.843], [2.451, 1.733, 0.412], [2.591, -2.492, -0.649], [2.922, -3.231, 0.477], [4.019, 3.270, -0.644], [2.410, -2.853, 1.711], [-4.102, -1.778, 1.961], [-3.119, -2.662, 1.736], [1.249, -0.987, 0.696], [-0.903, 0.822, -2.212], [1.577, -1.751, 1.817], [1.029, 1.428, 0.696], [0.412, 0.238, 0.824], [5.092, 2.496, -0.224], [-3.829, 0.237, -1.534], [-2.998, 3.013, -2.435], [4.844, 1.355, 0.527], [-5.204, -4.138, 2.395], [1.767, -1.381, -0.538], [2.724, 2.893, -0.322], [3.568, -4.097, 0.394], [3.387, 0.089, 1.436], [1.890, 3.508, -0.644], [6.107, 2.784, -0.469], [2.654, -3.427, 2.597], [-2.216, 3.770, -2.444], [2.984, -2.774, -1.619], [0.421, 2.324, 0.740], [-3.183, 2.656, -3.448], [-4.684, 0.525, -0.926], [1.168, -1.465, 2.778], [5.671, 0.748, 0.876], [-1.109, 0.815, -3.283], [-3.908, 3.441, -2.020], [-0.031, 1.430, -1.984], [1.545, -0.787, -1.416], [-4.084, 0.199, -2.595], [4.190, 4.171, -1.221], [-3.461, -0.722, -1.177], [-0.743, -0.187, -1.839]], "de_lowest_ev": 0.000, "charge": -1, "homo_energy_ev": -3.699, "orbital_gap_ev": 6.1, "largest_force_ev_per_a": 0.1}